1.
ORCA calculation (ωB97M-V with the def2-TZVPD basis set) on C42H56FKN10O3SSb as an isolated structure.

Computed properties:
Orbital gap   5.45 eV
LUMO energy   -3.32 eV
Energy above the lowest of the compared OMol25 structures with the same formula, charge and spin   0.00 kcal/mol
F_max   2.94 eV Å⁻¹
DFT total energy   -101912.647 eV
Net charge   +1

CARTESIAN COORDINATES (ANGSTROEM)
K: 1.489 0.449 -0.686
C: 1.343 -1.381 3.065
C: 1.956 -2.428 2.202
C: 2.082 -3.761 2.637
C: 2.678 -4.771 1.826
C: 3.163 -4.368 0.586
C: 2.945 -3.012 0.219
N: 2.347 -2.095 0.943
Sb: 3.641 -2.316 -1.703
C: 5.000 -0.523 -1.760
C: 6.006 -0.549 -2.671
C: 7.009 0.441 -2.692
C: 6.911 1.431 -1.719
C: 5.762 1.466 -0.895
C: 5.536 2.587 0.045
N: 4.865 0.472 -0.919
C: 1.704 -2.190 -2.894
C: 1.195 -3.396 -3.327
C: 0.203 -3.419 -4.315
C: -0.250 -2.220 -4.825
C: 0.255 -1.035 -4.274
C: -0.377 0.259 -4.623
N: 1.211 -1.006 -3.334
H: 0.985 -1.811 4.017
H: 0.549 -0.892 2.506
H: 2.084 -0.574 3.252
H: 1.666 -4.056 3.602
H: 2.750 -5.803 2.161
H: 3.574 -5.066 -0.133
H: 5.969 -1.286 -3.463
H: 7.809 0.423 -3.388
H: 7.692 2.183 -1.602
H: 5.342 3.519 -0.496
H: 6.433 2.785 0.633
H: 4.711 2.339 0.744
H: 1.675 -4.315 -3.005
H: -0.226 -4.348 -4.629
H: -0.924 -2.202 -5.688
H: -0.450 0.294 -5.737
H: 0.320 1.070 -4.312
H: -1.341 0.377 -4.153
F: -1.782 -4.312 3.091
C: -2.513 -3.316 2.498
C: -1.858 -2.478 1.625
C: -2.595 -1.497 0.950
C: -1.849 -0.592 0.039
O: -0.605 -0.740 0.050
C: -2.646 0.511 -0.623
C: -3.972 0.531 -0.322
N: -4.643 -0.313 0.483
C: -6.049 -0.237 0.590
C: -6.749 1.111 0.507
C: -6.745 0.373 1.788
C: -3.975 -1.304 1.246
C: -4.590 -2.152 2.195
C: -3.871 -3.183 2.855
N: -4.544 -4.053 3.724
C: -5.330 -3.398 4.819
C: -6.596 -4.210 5.110
N: -6.297 -5.693 5.054
C: -4.826 -5.929 5.283
C: -4.016 -5.366 4.133
C: -1.991 1.364 -1.809
O: -2.786 1.755 -2.662
O: -0.788 1.641 -1.630
H: -0.817 -2.599 1.407
H: -4.658 1.270 -0.760
H: -6.672 -1.074 0.178
H: -7.708 1.103 -0.060
H: -6.070 1.992 0.591
H: -7.664 -0.102 2.102
H: -6.049 0.855 2.521
H: -5.688 -2.071 2.349
H: -5.592 -2.388 4.487
H: -4.699 -3.279 5.732
H: -7.423 -3.962 4.372
H: -7.065 -3.906 6.065
H: -6.569 -6.050 4.127
H: -6.884 -6.189 5.785
H: -4.617 -6.999 5.377
H: -4.569 -5.455 6.261
H: -4.083 -6.009 3.231
H: -2.995 -5.306 4.462
N: 3.190 2.825 3.064
C: 1.928 3.417 3.444
C: 0.704 2.907 2.688
N: 0.851 2.805 1.215
H: 3.029 1.835 2.790
H: 3.969 2.871 3.723
H: 1.981 4.519 3.224
H: 1.730 3.311 4.532
H: -0.128 3.579 2.923
H: 0.372 1.906 3.074
H: 1.510 3.497 0.857
H: -0.045 2.843 0.726
C: 1.663 6.180 -5.002
N: 1.666 5.137 -3.986
C: 0.340 4.534 -3.793
C: 2.816 4.388 -3.723
S: 2.817 2.719 -3.391
N: 3.985 5.109 -3.897
C: 4.210 6.339 -3.139
C: 5.188 4.416 -4.392
H: 1.512 5.746 -6.036
H: 2.590 6.767 -5.001
H: 0.783 6.849 -4.856
H: -0.318 5.328 -3.384
H: 0.443 3.748 -3.030
H: -0.097 4.061 -4.729
H: 3.254 6.877 -3.020
H: 4.936 7.014 -3.602
H: 4.680 6.070 -2.167
H: 4.979 3.609 -5.053
H: 5.800 3.968 -3.630
H: 5.805 5.205 -4.849

Cartesian forces, eV/Å:
K 0.02 0.46 -0.33
C 0.43 0.50 0.15
C 0.25 -1.66 -0.58
C 0.16 -0.50 -0.32
C -0.33 1.55 0.00
C -0.73 0.68 0.19
C 0.44 -0.05 -0.68
N -0.31 0.40 1.80
Sb 0.65 -1.64 -2.09
C -1.56 -0.19 0.73
C 1.05 -0.29 -1.95
C -1.51 0.00 1.64
C -0.29 -0.15 -0.17
C 0.66 -0.80 -0.58
C -0.35 0.22 0.74
N -0.37 1.27 1.15
C 0.31 1.48 0.10
C 0.42 -0.48 -0.14
C 0.18 0.65 0.57
C 0.39 -0.38 -0.17
C -0.32 -0.01 0.63
C 1.52 0.84 -1.29
N 0.26 -1.04 0.34
H 0.12 0.37 -0.45
H -0.35 0.00 0.06
H -0.33 -0.53 0.13
H 0.21 0.22 -0.14
H -0.05 0.22 0.00
H 0.22 0.12 0.12
H 0.28 -0.25 0.13
H 0.52 -0.11 -0.53
H -0.30 -0.08 -0.10
H -0.28 -0.16 0.04
H 0.08 -0.08 0.09
H 0.41 0.39 -0.51
H -0.25 -0.03 0.11
H 0.02 -0.45 -0.31
H 0.03 0.14 0.57
H -0.34 0.16 0.75
H -0.75 -0.39 -0.08
H -0.31 0.16 0.03
F -0.02 0.25 -0.10
C 0.02 0.04 0.40
C -1.50 -0.18 -0.08
C -0.55 0.31 0.49
C 0.84 1.34 0.40
O -1.80 0.19 -0.60
C 1.24 -2.01 -0.08
C 0.43 1.01 -1.46
N 0.13 -1.84 2.29
C -2.18 0.22 -0.07
C 0.01 0.08 -0.45
C 1.22 0.22 0.98
C 0.86 -0.11 -0.82
C -0.55 -0.23 -0.12
C 0.41 0.92 -1.54
N -1.51 0.18 1.66
C 1.00 -0.21 -0.40
C -1.40 1.47 -0.70
N -0.79 -0.37 0.93
C 0.34 -0.07 0.71
C -0.50 0.52 -1.03
C -0.57 0.77 1.80
O -0.18 -0.30 -0.37
O 0.30 -0.29 -0.09
H 0.39 -0.05 -0.07
H 0.76 -0.36 -0.21
H 1.08 0.65 0.02
H 1.16 0.57 0.32
H -1.08 -0.64 -0.78
H 0.12 0.04 0.41
H -1.02 -0.80 -0.29
H 0.98 -0.05 -0.05
H -0.10 -0.34 0.19
H -0.44 -0.06 -0.43
H 1.21 -0.63 0.51
H 0.63 -0.61 -0.12
H 0.14 0.05 0.37
H 0.87 0.56 -1.16
H -0.30 0.13 -0.02
H -0.31 -0.32 -0.81
H 0.24 0.03 0.62
H 0.49 -0.23 0.15
N 0.09 -1.76 -1.03
C -0.15 1.45 0.41
C -0.65 -0.82 -0.38
N 0.56 -0.22 0.49
H 0.44 0.98 0.36
H -0.71 0.12 -0.07
H 0.03 -0.78 0.33
H -0.15 0.11 -0.45
H 0.12 0.09 0.25
H 0.47 0.59 -0.26
H -0.47 -0.09 0.04
H 0.46 0.13 0.10
C -0.33 0.31 -0.91
N 0.44 -1.09 0.21
C -0.03 -0.27 0.34
C -0.78 0.12 -0.83
S 0.03 1.18 -0.12
N 0.29 -0.57 -0.47
C 0.02 -0.31 0.47
C 0.10 1.52 0.76
H 0.29 0.22 0.94
H -0.48 -0.22 -0.06
H 0.72 -0.39 0.17
H 0.14 -0.52 -0.48
H -0.28 0.18 -0.35
H 0.60 0.68 0.96
H 0.58 -0.30 0.28
H -0.20 -0.20 -0.45
H -0.56 0.27 -0.21
H -0.56 -0.27 -0.77
H 0.20 -0.16 0.89
H -0.17 -0.39 -0.21

2.
ORCA calculation (ωB97M-V with the def2-TZVPD basis set) on a 4-piece molecular cluster, C42H56FN4O9 overall.

Computed properties:
Orbital gap   6.66 eV
LUMO energy   -4.47 eV
F_max   1.34 eV Å⁻¹
DFT total energy   -71553.304 eV
Net charge   +1

CARTESIAN COORDINATES (ANGSTROEM)
C: 4.354 -4.289 2.809
C: 3.190 -3.308 2.554
C: 2.761 -3.203 1.080
C: 3.108 -1.860 0.435
C: 4.624 -1.685 0.333
C: 5.126 -0.232 0.430
C: 4.610 0.552 1.644
C: 4.192 2.005 1.373
C: 3.342 2.227 0.107
C: 1.993 2.908 0.377
C: 0.940 1.827 0.604
C: -0.475 2.355 0.769
C: -1.343 1.219 1.291
O: -2.736 1.463 0.948
C: -3.545 0.471 1.223
O: -3.271 -0.496 1.855
C: -4.892 0.610 0.573
C: -4.911 1.290 -0.656
C: -6.111 1.410 -1.325
N: -7.224 0.867 -0.801
C: -7.253 0.201 0.373
C: -8.566 -0.367 0.803
C: -8.522 -1.926 0.687
C: -9.253 -2.450 -0.559
O: -8.999 -2.485 1.891
C: -6.062 0.066 1.126
C: -6.089 -0.628 2.467
C: -5.745 0.348 3.622
F: -4.652 -0.093 4.333
H: 5.309 -3.766 2.819
H: 4.408 -5.063 2.047
H: 4.261 -4.762 3.783
H: 3.514 -2.345 2.946
H: 2.368 -3.644 3.182
H: 3.273 -3.990 0.527
H: 1.692 -3.410 1.013
H: 2.612 -1.050 0.966
H: 2.666 -1.896 -0.563
H: 4.910 -2.044 -0.654
H: 5.178 -2.292 1.045
H: 6.207 -0.285 0.519
H: 4.933 0.259 -0.522
H: 3.797 0.048 2.162
H: 5.429 0.586 2.363
H: 5.038 2.685 1.394
H: 3.570 2.311 2.218
H: 3.918 2.823 -0.594
H: 3.138 1.294 -0.414
H: 2.053 3.575 1.238
H: 1.737 3.528 -0.476
H: 1.258 1.256 1.481
H: 0.974 1.138 -0.239
H: -0.884 2.637 -0.202
H: -0.514 3.211 1.436
H: -1.226 1.136 2.366
H: -1.023 0.302 0.806
H: -4.007 1.701 -1.068
H: -6.188 1.927 -2.266
H: -8.102 0.942 -1.299
H: -8.737 -0.118 1.843
H: -9.356 0.034 0.174
H: -7.479 -2.228 0.606
H: -9.763 -1.653 -1.093
H: -9.962 -3.229 -0.301
H: -8.538 -2.866 -1.264
H: -9.850 -2.908 1.750
H: -7.065 -1.038 2.687
H: -5.358 -1.427 2.474
H: -5.511 1.340 3.235
H: -6.570 0.394 4.328
C: 2.115 9.841 -1.692
C: 1.546 9.211 -2.790
C: 1.713 7.848 -2.973
C: 2.450 7.137 -2.043
C: 3.029 7.747 -0.946
C: 2.858 9.111 -0.773
N: 2.615 5.687 -2.221
O: 2.112 5.174 -3.201
O: 3.241 5.081 -1.373
H: 1.979 10.905 -1.550
H: 0.970 9.782 -3.506
H: 1.276 7.351 -3.826
H: 3.604 7.173 -0.235
H: 3.303 9.604 0.080
C: -5.074 -1.866 -2.669
C: -6.216 -1.276 -3.199
C: -6.705 -1.684 -4.430
C: -6.037 -2.683 -5.111
C: -4.897 -3.277 -4.605
C: -4.414 -2.862 -3.373
N: -6.567 -3.133 -6.412
O: -7.559 -2.573 -6.829
O: -5.979 -4.031 -6.972
H: -4.696 -1.550 -1.703
H: -6.729 -0.504 -2.652
H: -7.592 -1.233 -4.850
H: -4.390 -4.054 -5.159
H: -3.524 -3.319 -2.963
C: 10.932 -5.481 1.835
C: 10.090 -5.714 0.755
C: 9.241 -4.715 0.309
C: 9.253 -3.493 0.955
C: 10.080 -3.243 2.035
C: 10.924 -4.249 2.475
N: 8.367 -2.422 0.472
O: 7.636 -2.675 -0.464
O: 8.419 -1.349 1.041
H: 11.598 -6.262 2.177
H: 10.097 -6.674 0.258
H: 8.583 -4.888 -0.530
H: 10.070 -2.282 2.526
H: 11.578 -4.071 3.317

Cartesian forces, eV/Å:
C 0.03 0.31 0.05
C 0.52 -0.54 0.23
C 0.05 0.17 0.49
C -0.16 -0.81 -0.08
C -0.05 0.76 -0.43
C 0.07 -0.46 0.14
C 0.54 0.43 -0.08
C -0.75 -0.30 0.17
C 0.25 0.52 0.11
C 0.15 -0.47 -0.32
C 0.32 0.54 0.18
C -0.50 -0.59 -0.06
C 0.71 0.64 -0.04
O 0.21 0.44 -0.25
C -0.41 0.06 -0.03
O 0.33 -1.15 0.60
C -0.38 0.61 -0.42
C -1.05 -0.31 0.12
C 0.74 0.19 0.14
N 0.31 -0.07 0.55
C 0.46 0.27 0.39
C 0.58 -0.44 -0.36
C -0.34 -0.09 -0.12
C 0.46 0.33 -0.10
O -0.01 0.03 0.13
C -0.30 -0.05 -0.59
C 0.09 0.67 0.24
C 0.11 -0.33 -0.16
F 0.13 -0.08 0.01
H 0.12 -0.01 -0.14
H -0.05 -0.15 -0.01
H -0.03 -0.13 0.08
H -0.22 0.25 -0.05
H -0.29 0.12 -0.08
H -0.05 -0.10 -0.18
H -0.09 0.07 -0.15
H 0.03 0.08 0.15
H 0.06 0.32 -0.18
H 0.25 -0.22 0.01
H -0.21 -0.13 0.27
H 0.17 0.04 -0.21
H -0.20 0.24 0.04
H -0.17 -0.17 -0.14
H -0.04 -0.06 0.23
H 0.23 -0.05 -0.19
H 0.08 0.07 0.19
H -0.01 0.10 -0.13
H 0.04 -0.21 0.04
H 0.02 0.05 0.11
H -0.23 0.02 -0.15
H -0.17 -0.12 0.13
H -0.07 -0.12 -0.09
H 0.13 0.29 -0.10
H -0.02 0.15 0.04
H -0.25 -0.26 0.15
H -0.21 -0.30 0.07
H 0.04 0.10 -0.04
H -0.19 0.00 -0.09
H 0.02 0.12 -0.09
H -0.20 0.11 0.09
H -0.24 0.13 0.16
H 0.16 -0.01 0.12
H -0.31 0.00 0.04
H -0.12 -0.09 -0.02
H 0.02 -0.20 -0.04
H -0.05 0.00 0.01
H -0.11 -0.27 -0.21
H 0.10 -0.14 0.05
H -0.04 0.16 0.09
H -0.14 0.19 -0.01
C 0.00 -0.02 0.00
C 0.05 0.03 0.10
C -0.12 0.04 -0.16
C -0.02 0.15 0.02
C 0.10 0.02 0.18
C -0.07 0.04 -0.08
N 0.04 -0.03 -0.02
O -0.04 0.00 0.02
O 0.07 0.14 -0.09
H 0.01 0.01 -0.01
H 0.00 -0.01 -0.02
H 0.05 -0.10 0.03
H -0.02 -0.10 -0.06
H 0.01 -0.01 0.01
C -0.05 0.04 0.01
C 0.18 -0.30 -0.12
C -0.18 0.19 0.09
C 0.07 0.02 0.14
C 0.16 -0.11 0.03
C -0.06 0.07 0.04
N -0.03 -0.01 -0.09
O 0.00 0.00 0.01
O 0.01 0.00 0.01
H 0.02 -0.01 0.00
H -0.05 -0.09 -0.13
H 0.01 -0.09 -0.11
H -0.08 0.00 -0.09
H 0.01 -0.01 -0.01
C -0.01 0.01 0.00
C 0.06 0.04 0.09
C -0.05 -0.15 -0.13
C 0.10 -0.11 0.05
C 0.10 0.10 0.16
C -0.02 -0.09 -0.07
N -0.02 -0.05 0.00
O 0.02 0.05 0.01
O -0.02 0.01 0.00
H 0.00 0.00 0.01
H -0.01 0.00 -0.01
H -0.03 0.11 0.00
H -0.07 0.04 -0.08
H 0.00 0.02 0.01